{
  "formula": "C51H71N16O9",
  "method": "the ωB97M-V functional and the def2-TZVPD basis",
  "symbols": ["C", "C", "C", "H", "H", "O", "C", "C", "O", "C", "C", "H", "H", "O", "C", "C", "N", "C", "N", "C", "N", "C", "C", "N", "C", "O", "C", "N", "C", "C", "N", "N", "C", "N", "H", "H", "C", "C", "C", "C", "C", "C", "C", "H", "H", "O", "H", "H", "H", "H", "H", "H", "H", "H", "C", "C", "H", "H", "H", "H", "C", "C", "H", "H", "H", "H", "H", "C", "C", "H", "H", "H", "H", "H", "H", "H", "H", "N", "C", "N", "C", "H", "H", "C", "N", "C", "O", "C", "N", "C", "C", "N", "N", "C", "N", "H", "H", "H", "C", "C", "C", "C", "C", "C", "C", "H", "H", "O", "H", "H", "H", "H", "H", "H", "H", "C", "H", "H", "C", "C", "O", "O", "H", "H", "H", "C", "H", "H", "C", "H", "H", "H", "H", "N", "H", "H", "H", "H", "H", "H", "H", "H", "H", "H", "H", "H", "H"],
  "coordinates": [[4.933413, -3.756649, -3.736547], [4.052346, -4.130171, -3.017993], [3.032870, -4.546784, -2.069650], [3.280125, -5.553479, -1.696947], [2.056903, -4.569270, -2.564623], [2.880578, -3.651956, -0.974331], [4.051215, -3.497987, -0.195026], [3.781379, -2.491186, 0.926626], [3.444476, -1.197077, 0.496281], [4.504595, -0.414450, -0.029093], [4.490363, -0.305961, -1.565224], [5.494305, 0.000317, -1.895148], [4.247085, -1.272501, -2.014626], [3.526262, 0.579459, -2.074901], [3.771472, 1.960365, -1.840999], [3.137447, 2.770075, -2.979101], [1.710447, 2.614121, -3.033192], [0.861055, 3.345133, -2.288029], [-0.412361, 2.946456, -2.283408], [-1.231032, 3.705590, -1.555380], [-2.543657, 3.413657, -1.601133], [-3.500640, 4.072551, -0.754138], [-4.002480, 3.097694, 0.308219], [-4.370772, 1.814001, -0.292312], [-4.500236, 0.782804, 0.540264], [-4.388639, 0.914467, 1.758406], [-4.808850, -0.625944, 0.010907], [-3.678293, -1.435929, 0.374228], [-3.181874, -1.693111, 1.599402], [-2.032723, -2.416233, 1.359934], [-1.924126, -2.557630, 0.020247], [-2.907494, -1.961176, -0.554904], [-1.005620, -2.926635, 2.317688], [0.175832, -2.045738, 2.241835], [-0.111709, -1.116105, 2.545008], [0.875164, -2.381826, 2.898514], [-0.615070, -4.375134, 1.976461], [0.506744, -4.872644, 2.844290], [1.744544, -5.178349, 2.297387], [2.784775, -5.625353, 3.093420], [2.601196, -5.771572, 4.463053], [1.360724, -5.467902, 5.020448], [0.330877, -5.028531, 4.216240], [-0.629512, -4.812425, 4.660344], [1.227646, -5.594679, 6.082393], [3.584845, -6.200173, 5.290019], [4.378031, -6.423852, 4.788541], [3.742092, -5.870271, 2.651837], [1.893136, -5.082172, 1.231741], [-1.497870, -5.002022, 2.118644], [-0.325541, -4.432505, 0.927128], [-1.442377, -2.897058, 3.325608], [-3.634876, -1.344974, 2.500734], [-4.874584, -0.680068, -1.074565], [-6.121517, -1.133086, 0.638679], [-7.280882, -0.295525, 0.103822], [-8.218716, -0.649845, 0.522413], [-7.156166, 0.747865, 0.384552], [-7.344166, -0.354364, -0.979812], [-6.056656, -0.969864, 1.720039], [-6.329401, -2.635559, 0.400386], [-6.285629, -3.067623, -1.061990], [-7.007326, -2.515459, -1.657289], [-6.533229, -4.123608, -1.133695], [-5.294332, -2.929012, -1.487636], [-7.298990, -2.904888, 0.822628], [-5.571469, -3.195034, 0.954652], [-4.369393, 1.806923, -1.737647], [-2.980220, 2.193670, -2.245634], [-2.999080, 2.326532, -3.333082], [-2.262312, 1.405220, -1.999845], [-4.626171, 0.828670, -2.134577], [-5.123661, 2.517870, -2.089078], [-4.862174, 3.509593, 0.846121], [-3.194502, 2.908356, 1.018735], [-2.996289, 4.911516, -0.276187], [-4.324624, 4.461803, -1.361696], [-0.848539, 4.749648, -0.811933], [0.436845, 5.076995, -0.928619], [0.846128, 6.207746, -0.284902], [0.090947, 6.671459, 0.850752], [-0.936364, 6.334956, 0.719057], [0.116259, 7.763748, 0.869705], [0.718538, 6.089961, 2.153813], [1.783400, 5.181051, 1.791720], [1.686647, 3.852358, 1.590327], [2.594589, 3.205692, 1.100067], [0.434348, 3.126936, 2.126293], [0.131210, 2.030360, 1.247469], [0.963399, 1.092813, 0.761132], [0.190470, 0.373182, -0.126262], [-1.056500, 0.887052, -0.092166], [-1.078676, 1.876460, 0.720658], [0.663346, -0.696822, -1.048341], [0.626243, -2.024946, -0.381822], [1.394601, -2.620464, -0.715478], [0.656143, -1.953179, 0.699365], [1.704377, -0.470960, -1.294373], [-0.181082, -0.745319, -2.323405], [0.385489, -1.721195, -3.316130], [-0.254921, -2.924412, -3.574083], [0.261076, -3.819293, -4.496563], [1.434109, -3.518526, -5.178838], [2.089742, -2.318551, -4.912175], [1.569509, -1.436352, -3.989706], [2.092834, -0.514523, -3.784843], [2.998291, -2.099358, -5.447695], [1.980689, -4.356471, -6.094800], [1.414793, -5.126687, -6.227426], [-0.254256, -4.749561, -4.697089], [-1.174659, -3.163383, -3.059503], [-0.208983, 0.259526, -2.749958], [-1.202387, -1.023784, -2.060056], [1.986679, 0.993758, 1.041994], [-0.453464, 3.763136, 2.106724], [0.736438, 2.630413, 3.552165], [1.334630, 3.379127, 4.074572], [1.331303, 1.717912, 3.478471], [-0.537145, 2.363325, 4.359106], [-1.508698, 1.474186, 3.600002], [-1.262664, 0.334309, 3.275337], [-2.625735, 2.105063, 3.340254], [-3.286964, 1.583612, 2.803919], [-1.048190, 3.298072, 4.589685], [-0.269381, 1.865624, 5.292448], [2.848658, 5.878912, 1.090370], [3.625222, 5.153272, 0.853183], [3.257158, 6.643999, 1.753756], [2.254538, 6.505562, -0.201219], [2.730241, 6.091636, -1.088187], [2.372555, 7.592007, -0.192170], [-0.028162, 5.601051, 2.774636], [1.171009, 6.890077, 2.746694], [1.333787, 4.421110, -1.658095], [1.345049, 1.740170, -3.376715], [-0.323748, -2.453535, -0.540238], [3.554249, 2.446592, -3.935806], [3.350492, 3.827447, -2.818097], [4.851441, 2.152144, -1.821695], [3.333366, 2.278202, -0.888177], [5.470820, -0.817524, 0.293120], [4.391520, 0.589008, 0.394535], [2.924186, -2.829694, 1.514083], [4.667847, -2.466054, 1.576153], [4.330002, -4.461339, 0.256403], [4.883775, -3.163056, -0.826377], [5.678329, -3.456449, -4.411876]],
  "atomic_forces_ev_per_a": [[-0.4, -0.3, 0.2], [0.3, 0.2, 0.0], [-0.4, -0.3, 0.1], [-0.1, 0.1, -0.1], [0.1, -0.1, 0.0], [0.1, 0.0, 0.0], [0.1, 0.4, 0.4], [0.1, -0.4, -0.2], [-0.2, 0.2, -0.2], [0.0, 0.1, -0.4], [0.1, -0.2, 0.4], [-0.1, 0.0, 0.0], [0.1, 0.0, 0.1], [-0.3, 0.2, -0.2], [-0.1, 0.4, -0.2], [0.4, -0.2, 0.4], [0.0, -0.3, -0.1], [-0.4, 0.3, 0.1], [-0.1, -0.2, -0.2], [0.4, 0.1, -0.2], [0.0, -0.1, 0.1], [-0.2, 0.1, 0.2], [0.1, 0.4, 0.4], [0.0, 0.0, 0.2], [-0.1, -0.1, -0.6], [-0.1, 0.0, 0.4], [-0.6, 0.4, 0.1], [0.5, -0.4, 0.6], [0.5, -0.4, 0.0], [-0.7, 0.3, 0.4], [-0.3, -0.3, 0.2], [-0.3, 0.1, -1.1], [-0.1, -0.1, -0.1], [0.0, -0.1, 0.6], [0.1, 0.0, 0.1], [0.0, 0.0, 0.0], [0.0, 0.2, 0.3], [0.0, 0.0, -0.2], [-0.1, 0.0, 0.1], [0.2, -0.1, 0.2], [-0.2, 0.1, -0.3], [0.3, -0.1, 0.1], [0.1, 0.0, -0.1], [-0.1, 0.0, 0.1], [0.0, 0.0, 0.2], [0.1, -0.1, 0.2], [-0.1, 0.0, 0.0], [0.1, 0.0, 0.0], [0.0, 0.0, -0.2], [0.0, 0.0, -0.1], [0.0, 0.0, -0.1], [0.1, 0.0, -0.1], [-0.1, 0.1, 0.2], [0.0, 0.0, 0.2], [0.0, -0.1, 0.0], [0.2, -0.1, 0.2], [-0.1, 0.0, 0.0], [-0.1, 0.2, 0.0], [-0.1, 0.0, -0.2], [0.1, 0.0, -0.1], [0.1, 0.1, -0.1], [0.0, 0.0, 0.2], [-0.1, 0.0, -0.2], [0.0, -0.1, -0.1], [0.1, 0.0, -0.1], [0.0, 0.0, 0.1], [-0.1, 0.0, 0.1], [0.2, 0.0, -0.5], [0.0, -0.4, -0.4], [-0.1, -0.1, 0.0], [-0.2, 0.0, -0.1], [0.0, 0.1, 0.0], [0.0, -0.1, 0.0], [0.1, 0.0, 0.0], [-0.2, 0.1, -0.1], [-0.2, -0.1, 0.0], [0.1, 0.0, 0.1], [-0.1, 0.1, 0.2], [-0.4, -0.2, -0.4], [0.0, 0.1, 0.0], [-0.3, 0.2, 0.0], [0.1, 0.2, 0.1], [0.0, -0.1, 0.0], [-0.2, 0.1, 0.0], [0.3, 0.2, 0.1], [-0.2, -0.2, 0.3], [0.1, -0.2, 0.0], [0.3, 0.4, 0.3], [0.4, -0.6, -0.5], [-0.3, -0.5, -0.5], [0.7, 0.3, 0.6], [-0.2, -0.5, -0.2], [-0.7, 0.8, 0.3], [-0.2, 0.2, -0.1], [0.2, -0.1, -0.2], [-0.2, 0.0, 0.0], [0.1, 0.0, -0.5], [-0.2, -0.1, 0.0], [0.3, 0.0, 0.0], [-0.2, 0.0, 0.1], [0.1, 0.1, 0.0], [0.1, -0.1, -0.2], [-0.2, 0.1, 0.3], [0.0, -0.2, -0.2], [-0.1, -0.2, 0.0], [0.1, 0.1, 0.0], [0.1, 0.0, -0.1], [0.1, -0.1, -0.2], [0.0, 0.1, 0.0], [-0.1, -0.1, 0.0], [-0.1, 0.0, 0.1], [-0.1, 0.0, 0.1], [0.0, 0.1, -0.1], [0.2, 0.0, 0.1], [0.1, -0.1, 0.0], [-0.2, 0.0, 0.0], [0.0, 0.0, 0.0], [0.1, 0.1, 0.0], [0.0, -0.1, -0.2], [0.2, 0.1, 0.4], [0.0, -0.3, 0.0], [-0.6, 0.3, 0.0], [0.3, 0.0, 0.0], [0.1, 0.0, 0.1], [-0.1, 0.0, 0.0], [0.3, -0.1, 0.0], [-0.1, 0.2, 0.1], [0.0, 0.0, 0.0], [0.2, 0.1, -0.1], [0.1, 0.2, 0.1], [0.0, -0.1, 0.0], [0.0, 0.0, 0.0], [-0.1, -0.1, 0.0], [0.4, -0.1, 0.0], [-0.1, 0.1, 0.0], [0.7, 0.0, 0.0], [0.0, 0.1, 0.1], [0.1, -0.1, -0.1], [0.0, 0.0, 0.0], [0.1, 0.0, -0.1], [0.0, 0.0, 0.0], [0.1, -0.1, 0.0], [0.1, -0.1, 0.0], [-0.1, 0.0, 0.0], [0.0, 0.1, 0.0], [-0.1, -0.1, 0.1], [0.5, 0.2, -0.4]],
  "energy_ev": -96305.243,
  "orbital_gap_ev": 9.0,
  "spin_multiplicity": 1,
  "lumo_ev": -1.29,
  "charge": 1,
  "fmax_ev_per_a": 1.1
}